{"formula": "C13H10F5NOTi", "method": "ωB97M-V/def2-TZVPD", "lumo_energy_ev": [2.6470, 2.6505], "orbital_gap_ev": [5.2, 4.4], "charge": -1, "spin_multiplicity": 2, "s_squared": 0.76, "de_lowest_kcal_mol": 91.8, "symbols": ["C", "C", "C", "C", "C", "Ti", "N", "C", "C", "H", "H", "H", "H", "H", "H", "H", "H", "H", "H", "F", "C", "C", "F", "C", "F", "C", "O", "C", "F", "C", "F"], "positions_angstrom": [[-2.137, -1.655, -2.532], [-2.776, -0.693, -1.689], [-2.318, -0.910, -0.332], [-1.381, -2.011, -0.371], [-1.344, -2.506, -1.711], [-0.521, -0.120, -1.309], [1.381, -2.987, -2.009], [-0.603, 1.620, -1.805], [-1.507, 1.787, -0.696], [-2.663, -0.379, 0.556], [-3.550, 0.028, -1.976], [-0.855, -2.442, 0.478], [-0.874, -3.446, -2.011], [-2.290, -1.778, -3.608], [-2.590, 1.693, -0.839], [0.463, 1.923, -1.623], [2.347, -3.332, -2.174], [-1.282, 2.528, 0.080], [-0.923, 1.535, -2.864], [3.068, 2.140, 4.408], [2.546, 1.508, 3.331], [1.535, 0.553, 3.469], [1.070, 0.278, 4.703], [0.991, -0.070, 2.358], [-0.077, -0.892, 2.513], [1.395, 0.300, 1.066], [0.664, -0.075, 0.038], [2.461, 1.202, 0.931], [2.838, 1.600, -0.311], [2.997, 1.824, 2.046], [3.935, 2.778, 1.884]], "forces_ev_per_angstrom": [[-0.2, 0.1, 0.8], [0.1, -0.4, 0.4], [-0.5, -0.9, -0.3], [-1.8, -0.2, -0.4], [-0.2, 0.2, 0.3], [-0.6, -4.7, 1.3], [0.2, 0.2, -0.2], [0.1, 4.8, -2.1], [0.0, -0.2, -0.2], [0.2, -0.3, -0.4], [0.6, -0.2, 0.0], [-0.1, 0.3, -0.4], [0.3, 1.0, 0.0], [0.1, 0.1, 0.5], [0.6, 0.2, -0.2], [-0.9, 0.1, -0.5], [-0.1, 0.1, 0.1], [0.4, -0.6, -0.1], [0.2, 0.5, 0.2], [-0.2, -0.3, -0.4], [-0.1, -0.1, -0.5], [0.3, 0.2, 0.4], [0.1, 0.0, -0.3], [-0.3, 0.2, 0.1], [0.8, 0.5, -0.1], [-0.9, -0.2, -0.6], [2.5, 0.1, 1.5], [-0.3, 0.1, -0.1], [-0.2, -0.2, 0.8], [0.2, 0.1, 0.2], [-0.2, -0.3, 0.1]], "lowdin_spin": [0.000, 0.000, 0.000, 0.000, 0.009, -0.011, 0.919, 0.007, 0.015, 0.000, 0.000, 0.000, 0.006, 0.000, 0.001, 0.000, 0.057, 0.001, 0.001, 0.000, 0.000, 0.000, 0.000, 0.000, 0.000, -0.001, -0.001, 0.000, 0.000, 0.000, 0.000]}


{"formula": "C7H10ClIN", "method": "ωB97M-V/def2-TZVPD", "lumo_energy_ev": [-6.0040, -5.6912], "orbital_gap_ev": [6.0, 6.5], "charge": 1, "spin_multiplicity": 1, "de_lowest_kcal_mol": 37.2, "symbols": ["C", "C", "C", "C", "C", "C", "C", "N", "Cl", "I", "H", "H", "H", "H", "H", "H", "H", "H", "H", "H"], "positions_angstrom": [[-1.507, 0.784, 0.569], [0.777, 0.120, 1.206], [-0.321, 0.943, 1.287], [0.060, -1.529, -0.344], [-1.810, -0.036, -0.605], [1.835, -0.265, 2.168], [0.337, 0.407, -1.989], [-0.618, -0.584, -1.350], [-0.427, 2.184, 2.601], [1.843, -2.321, -1.089], [-2.332, 1.417, 1.009], [-2.278, -1.084, -0.354], [-2.453, 0.469, -1.248], [2.692, -0.215, 1.531], [1.708, -1.344, 2.145], [1.651, 0.460, 2.902], [-0.105, 1.320, -2.159], [1.145, 0.588, -1.323], [0.664, -0.072, -2.862], [-0.862, -1.242, -2.093]], "forces_ev_per_angstrom": [[0.8, 1.3, 1.6], [-1.2, -2.7, -2.4], [-1.5, 0.6, 0.5], [0.6, 1.5, 1.7], [0.8, -3.6, 0.7], [-2.3, 0.4, -3.5], [-0.2, -1.3, 1.0], [1.9, 0.8, 0.8], [0.3, -0.6, -0.7], [-0.1, -0.1, -0.1], [0.7, -1.0, -0.9], [0.2, 2.0, 0.3], [-1.1, 0.9, -1.3], [1.4, 0.6, 0.1], [-0.2, -0.4, 1.4], [0.9, 0.0, 2.3], [-1.4, 1.9, -0.7], [0.6, -0.1, 0.5], [0.7, -0.2, -1.3], [-0.8, 0.2, 0.0]], "mulliken_charge": [-0.341, 0.490, 0.206, -0.529, -0.591, -1.185, -1.037, -0.037, -0.202, 0.167, 0.377, 0.317, 0.496, 0.375, 0.394, 0.407, 0.405, 0.403, 0.449, 0.436]}


{"formula": "C3H4N2O", "method": "ωB97M-V/def2-TZVPD", "lumo_energy_ev": 0.5474, "orbital_gap_ev": 8.3, "charge": 0, "spin_multiplicity": 1, "de_lowest_kcal_mol": 116.8, "symbols": ["O", "C", "C", "C", "N", "N", "H", "H", "H", "H"], "positions_angstrom": [[-1.752, -0.137, 0.581], [-0.629, -0.055, -0.119], [0.378, 1.049, 0.000], [1.377, 0.152, 0.135], [0.806, -1.128, 0.061], [-0.298, -0.993, -1.032], [-1.741, 0.570, 1.248], [0.306, 2.087, -0.291], [2.444, 0.275, 0.331], [-0.891, -1.820, -0.915]], "forces_ev_per_angstrom": [[0.3, 0.1, 0.0], [-0.2, -0.1, -0.1], [0.2, 0.0, -0.2], [0.0, 0.1, 0.1], [0.2, 0.0, 0.3], [-0.2, 0.1, -0.1], [0.0, -0.1, -0.1], [0.0, -0.1, 0.1], [-0.3, -0.1, -0.1], [0.1, 0.1, 0.0]], "mulliken_charge": [-0.477, 0.871, -0.789, -0.171, -0.529, -0.335, 0.375, 0.358, 0.394, 0.305]}


{"formula": "C16H26N2O3S", "method": "ωB97M-V/def2-TZVPD", "lumo_energy_ev": 0.6720, "orbital_gap_ev": 9.4, "smiles": "Cc1cc(C)c(C)c(S(=O)(=O)NCCN2CCOCC2)c1C", "charge": 0, "spin_multiplicity": 1, "de_lowest_kcal_mol": 70.6, "symbols": ["C", "C", "C", "C", "C", "C", "C", "C", "S", "O", "O", "N", "C", "C", "N", "C", "C", "O", "C", "C", "C", "C", "H", "H", "H", "H", "H", "H", "H", "H", "H", "H", "H", "H", "H", "H", "H", "H", "H", "H", "H", "H", "H", "H", "H", "H", "H", "H"], "positions_angstrom": [[-4.547, -2.086, -1.321], [-3.870, -0.913, -0.678], [-4.473, 0.333, -0.724], [-3.900, 1.447, -0.137], [-4.618, 2.761, -0.182], [-2.651, 1.334, 0.490], [-2.084, 2.565, 1.126], [-2.031, 0.086, 0.509], [-0.365, -0.171, 1.167], [0.312, 1.065, 1.469], [-0.375, -1.154, 2.212], [0.379, -0.849, -0.194], [1.480, -1.755, 0.075], [2.657, -1.171, 0.871], [3.652, -0.528, 0.025], [4.971, -0.531, 0.641], [5.986, 0.059, -0.337], [5.649, 1.378, -0.695], [4.364, 1.413, -1.265], [3.305, 0.843, -0.320], [-2.637, -1.050, -0.032], [-2.017, -2.409, 0.064], [-3.867, -2.603, -1.996], [-4.883, -2.798, -0.569], [-5.415, -1.757, -1.887], [-5.427, 0.436, -1.223], [-5.565, 2.660, -0.705], [-4.816, 3.128, 0.824], [-4.019, 3.513, -0.695], [-2.758, 2.914, 1.908], [-1.995, 3.361, 0.388], [-1.111, 2.383, 1.560], [0.638, -0.089, -0.807], [1.841, -2.145, -0.880], [1.046, -2.570, 0.656], [3.150, -2.004, 1.378], [2.260, -0.491, 1.639], [5.252, -1.561, 0.872], [4.984, 0.060, 1.573], [6.977, 0.107, 0.116], [6.024, -0.573, -1.238], [4.155, 2.460, -1.488], [4.359, 0.830, -2.200], [2.341, 0.860, -0.827], [3.231, 1.476, 0.581], [-2.790, -3.167, 0.168], [-1.440, -2.627, -0.833], [-1.359, -2.467, 0.922]], "forces_ev_per_angstrom": [[0.0, 0.0, 0.1], [0.1, 0.1, 0.1], [0.2, 0.0, 0.1], [0.1, -0.2, 0.0], [0.1, 0.0, 0.0], [-0.1, 0.2, 0.0], [0.1, 0.1, 0.1], [0.4, 0.0, 0.1], [0.4, 0.2, -0.6], [-0.2, 0.0, -0.2], [0.0, -0.2, -0.1], [-0.7, 0.6, 0.5], [0.3, -0.3, 0.6], [-0.1, -0.2, -0.2], [0.0, 0.0, 0.1], [0.2, 0.1, -0.3], [0.0, -0.3, 0.3], [0.0, 0.2, 0.1], [-0.4, 0.0, 0.0], [0.3, 0.1, -0.2], [-0.3, -0.2, -0.1], [-0.1, -0.2, -0.1], [0.0, -0.1, -0.1], [0.0, -0.1, 0.0], [0.0, 0.0, 0.0], [-0.1, 0.0, -0.1], [-0.1, 0.0, 0.0], [0.0, 0.1, 0.0], [0.0, 0.1, 0.0], [-0.1, 0.1, 0.0], [0.0, 0.1, 0.0], [-0.2, 0.2, 0.0], [-0.1, 0.1, -0.1], [-0.1, 0.0, 0.1], [0.1, -0.1, -0.1], [0.0, 0.0, 0.0], [0.2, -0.1, 0.1], [0.0, 0.0, 0.0], [0.0, 0.0, 0.0], [-0.1, -0.1, 0.0], [0.0, 0.0, 0.1], [0.0, -0.1, 0.0], [0.0, 0.1, 0.1], [0.0, 0.1, 0.0], [0.0, 0.0, -0.1], [0.0, -0.1, 0.0], [0.0, -0.1, -0.1], [-0.1, -0.3, -0.1]], "mulliken_charge": [-1.970, 1.079, -0.960, 1.128, -1.714, 0.565, -2.034, 0.272, 1.519, -0.743, -0.679, -0.311, -1.190, -0.537, 0.030, -0.550, -0.671, -0.378, -0.798, -0.102, 0.671, -2.134, 0.350, 0.379, 0.365, 0.271, 0.375, 0.340, 0.332, 0.358, 0.384, 0.500, 0.332, 0.483, 0.425, 0.490, 0.373, 0.400, 0.334, 0.360, 0.352, 0.364, 0.366, 0.120, 0.279, 0.575, 0.310, 0.290]}


{"formula": "C14H16AlBr2CaClF6N3O7S3", "method": "ωB97M-V/def2-TZVPD", "lumo_energy_ev": -7.4477, "orbital_gap_ev": 2.0, "charge": 1, "spin_multiplicity": 1, "symbols": ["C", "N", "C", "C", "O", "C", "C", "C", "C", "O", "C", "S", "C", "C", "C", "N", "C", "O", "H", "H", "H", "H", "H", "H", "H", "H", "H", "H", "H", "H", "H", "H", "H", "H", "C", "F", "F", "F", "S", "O", "O", "N", "S", "O", "O", "C", "F", "F", "F", "Al", "Cl", "Br", "Ca", "Br"], "positions_angstrom": [[4.712, -1.769, -1.601], [4.679, -0.288, -1.192], [5.159, 0.573, -2.325], [3.218, 0.023, -1.053], [2.360, -0.257, -2.014], [2.564, 0.768, 0.239], [1.361, 1.665, -0.354], [1.750, 2.790, -1.174], [0.532, 3.650, -1.804], [0.629, 4.948, -1.997], [-0.754, 2.786, -2.210], [-1.680, 3.346, -3.713], [-1.143, 1.624, -1.398], [-2.385, 0.722, -1.773], [-2.139, -0.887, -1.575], [-2.423, -1.552, -2.906], [-0.194, 1.375, -0.109], [-0.619, 1.022, 1.024], [4.668, -1.891, -2.772], [5.660, -2.265, -1.076], [3.779, -2.275, -1.131], [5.969, 1.313, -1.940], [4.336, 1.224, -2.799], [5.656, -0.027, -3.185], [2.238, 0.022, 1.050], [3.328, 1.504, 0.699], [2.858, 3.049, -1.361], [-1.088, 2.645, -4.783], [-2.708, 0.853, -2.878], [-3.339, 1.131, -1.080], [-2.968, -1.265, -0.876], [-1.119, -1.165, -1.128], [-1.566, -1.668, -3.466], [-2.940, -2.433, -2.784], [-1.069, -2.045, 3.879], [-0.204, -2.884, 3.261], [-0.770, -2.088, 5.197], [-0.746, -0.793, 3.468], [-2.819, -2.454, 3.550], [-2.982, -3.797, 4.077], [-2.954, -2.342, 2.106], [-3.448, -1.281, 4.406], [-5.034, -1.264, 4.370], [-5.707, -2.353, 5.053], [-5.643, -0.861, 3.112], [-5.258, 0.176, 5.470], [-4.668, 1.293, 4.979], [-4.711, -0.023, 6.693], [-6.555, 0.485, 5.675], [7.167, -0.806, -3.288], [-3.634, 0.293, 0.319], [1.965, 4.655, -3.445], [2.962, -1.170, -3.904], [5.719, -2.030, 0.464]], "forces_ev_per_angstrom": [[-2.6, 0.9, -0.8], [-2.8, 0.3, -3.2], [0.4, 1.8, 0.5], [-3.4, 0.4, -0.4], [3.7, 0.5, 2.7], [0.1, 0.8, -1.1], [0.8, 2.1, -1.8], [-2.8, -1.7, 1.7], [-2.6, -4.1, 1.9], [0.7, -2.6, -1.1], [2.8, 1.0, 1.2], [0.5, -0.4, 0.4], [-0.5, -0.2, -1.0], [5.4, -0.5, -1.0], [-1.3, -0.6, -0.5], [0.9, 0.5, 0.8], [-1.0, -0.8, 2.0], [1.8, 1.1, -4.5], [0.0, 0.2, -0.6], [0.2, -0.3, -1.5], [1.8, 0.4, -1.2], [-1.2, -1.1, -0.6], [1.2, -0.8, 0.5], [-2.5, 1.3, 1.1], [0.5, 0.9, -1.3], [-0.9, -1.5, -0.7], [-2.1, -0.2, 0.5], [-0.2, 0.4, 1.5], [0.1, 0.3, 1.9], [-0.4, -0.7, 1.3], [1.9, 0.3, -1.3], [-1.4, 0.7, -0.6], [-0.8, -0.3, 0.4], [0.6, 0.6, -0.1], [1.5, 0.9, 1.0], [-0.7, 0.1, 0.0], [-0.4, -0.2, -0.7], [-0.3, -0.5, -0.1], [0.0, -1.6, -0.5], [0.2, 1.2, -0.2], [0.2, 0.4, 0.6], [-0.2, -0.7, -0.7], [-2.3, -0.4, -0.1], [0.9, 0.8, -0.4], [0.9, -0.1, 0.7], [0.2, 1.7, 1.4], [-0.2, -0.6, -0.1], [-0.2, -0.3, -0.7], [0.6, -0.6, -0.5], [2.2, -1.5, 0.0], [-1.3, 1.7, 0.8], [1.0, 1.7, -1.6], [-1.0, 0.0, 0.0], [2.2, -1.0, 5.8]], "mulliken_charge": [-1.299, 0.278, -0.683, 0.425, -0.503, -0.721, 0.073, -0.014, 0.169, -0.489, -0.146, -0.132, 0.677, -0.694, -0.229, -0.611, 0.124, -0.452, 0.055, 0.259, 0.557, 0.373, 0.333, 0.227, 0.341, 0.372, 0.474, 0.156, 0.501, 0.220, 0.368, 0.160, 0.119, 0.262, 0.641, -0.241, -0.239, -0.231, 0.947, -0.635, -0.593, -0.309, 0.971, -0.633, -0.626, 0.661, -0.236, -0.238, -0.217, 0.593, -0.168, -0.127, 1.412, -0.281]}


{"formula": "C5H8NS", "method": "ωB97M-V/def2-TZVPD", "lumo_energy_ev": -4.8370, "orbital_gap_ev": 8.6, "charge": 1, "spin_multiplicity": 1, "de_lowest_kcal_mol": 130.3, "symbols": ["C", "C", "C", "C", "C", "N", "S", "H", "H", "H", "H", "H", "H", "H", "H"], "positions_angstrom": [[0.171, -0.780, 2.102], [1.326, -0.157, 2.321], [1.119, 1.041, 1.488], [-1.654, 0.223, -1.935], [0.623, -0.759, -0.827], [0.235, 0.015, 0.979], [-0.855, -1.319, -1.410], [-0.374, -1.672, 2.315], [0.619, 1.861, 1.993], [1.920, 1.374, 0.832], [-1.066, 0.716, -2.700], [-1.783, 0.864, -1.068], [-2.630, -0.043, -2.330], [1.024, 0.162, -1.217], [1.326, -1.525, -0.542]], "forces_ev_per_angstrom": [[0.0, -0.2, 0.4], [0.6, -0.7, 0.5], [0.1, 1.5, 0.1], [0.1, -0.1, 0.2], [-0.8, 0.7, 1.4], [0.4, -0.6, -2.2], [-0.2, -0.1, -0.3], [-0.4, -0.2, 0.1], [-0.1, -0.1, 0.0], [-0.1, -0.1, 0.0], [0.1, 0.0, -0.1], [0.0, 0.1, 0.0], [0.0, -0.1, 0.0], [0.1, 0.1, -0.1], [0.2, -0.1, 0.1]], "mulliken_charge": [-0.063, -0.234, -0.120, -0.815, -0.377, -0.075, 0.115, 0.380, 0.268, 0.276, 0.313, 0.291, 0.353, 0.364, 0.324]}